# 1
The following is a DFT calculation (ωB97M-V/def2-TZVPD) of a 10-piece molecular cluster, H20O10 overall.

Properties
- SMILES: O.O.O.O.O.O.O.O.O.O

```
30
Properties=species:S:1:pos:R:3:nbo_charge:R:1
H 0.1237 -0.2607 0.8371 0.4364
H 1.4025 -0.9222 0.3499 0.4984
H 1.0960 -1.4126 3.9539 0.4615
H 1.7368 -1.9577 2.6882 0.4723
H -2.0920 0.9853 -0.1915 0.4563
H -3.4469 1.0613 0.4930 0.4518
H -3.2970 1.8026 2.9770 0.4766
H -3.2881 2.3149 1.5461 0.4515
H 2.9103 -2.1354 -1.5841 0.4737
H 3.8002 -2.5241 -0.4149 0.4676
H -2.2763 -2.3936 -2.5240 0.4819
H -3.4888 -1.5120 -2.7741 0.4616
H 2.4637 2.8742 -0.8885 0.4507
H 3.0870 4.2533 -0.7484 0.4755
H -0.9289 -2.8553 0.1969 0.4747
H -1.6911 -1.5710 -0.0850 0.4750
H 2.6605 1.0525 -0.8847 0.4692
H 1.3171 0.8054 -0.2181 0.4509
H -0.4961 0.7331 -1.4848 0.4783
H 0.2730 1.9298 -0.9496 0.4482
O 0.5479 -1.1217 0.7485 -0.9473
O 0.9657 -2.0649 3.2564 -0.9338
O -3.0057 0.6916 -0.2802 -0.9123
O -2.7114 2.1680 2.3042 -0.9244
O 3.4918 -1.7592 -0.9138 -0.9391
O -2.5637 -1.4738 -2.5063 -0.9427
O 2.4076 3.6843 -0.3693 -0.9279
O -1.2947 -2.3315 -0.5247 -0.9501
O 2.2243 0.4808 -0.2429 -0.9197
O 0.0725 1.4587 -1.7662 -0.9147
```



# 2
The following is a DFT calculation (ωB97M-V/def2-TZVPD) of H20O10 as an isolated structure.

```
30
Properties=species:S:1:pos:R:3:nbo_charge:R:1
H -0.4664 0.7597 0.7559 0.4691
H 0.2044 -0.5813 0.3950 0.4490
H -1.8104 -1.7407 2.5370 0.4046
H -0.3856 -1.4731 2.0780 0.4608
H 2.6342 -2.6274 0.6110 0.4685
H 3.3248 -3.6479 -0.2226 0.4766
H 0.5536 2.7960 1.2860 0.4679
H 0.2986 4.2400 1.4457 0.4818
H 1.9663 -1.6827 -1.0386 0.4627
H 2.4103 -0.2624 -1.4093 0.4527
H -4.1137 0.7310 1.0717 0.4620
H -2.9602 1.4899 0.6925 0.4568
H -3.4397 3.1343 -1.6717 0.4673
H -3.5169 2.5410 -3.1607 0.4788
H 3.6049 -0.9439 1.3908 0.4998
H 2.6722 -0.0480 2.4165 0.4841
H -0.8911 3.1880 -0.9572 0.4759
H 0.4452 2.3519 -0.7873 0.4748
H -0.2206 -3.6585 -1.7684 0.4591
H -0.7199 -3.7703 -3.1185 0.4574
O -0.3280 -0.1630 1.0715 -0.8982
O -1.2407 -1.0904 2.1031 -0.8873
O 3.1919 -2.6501 -0.1527 -0.9385
O 0.4219 3.5324 0.7563 -0.9508
O 2.4550 -1.2024 -1.6500 -0.9224
O -3.1802 0.8761 1.3394 -0.9176
O -3.4062 2.3179 -2.2363 -0.9453
O 2.8800 -0.9422 2.1090 -0.9837
O -0.4402 2.3706 -1.2053 -0.9498
O 0.0565 -3.8448 -2.6810 -0.9161
```



# 3
The following is a DFT calculation (ωB97M-V/def2-TZVPD) of a 10-piece molecular cluster, H20O10 overall.

Properties
- SMILES: O.O.O.O.O.O.O.O.O.O

```
30
Properties=species:S:1:pos:R:3:nbo_charge:R:1
H 0.1732 0.0703 0.1349 0.4664
H -0.1830 -1.2769 0.7417 0.4460
H 1.4289 1.3705 -0.8542 0.4682
H 1.6281 2.2536 0.3667 0.4782
H 3.6304 -1.6888 0.7725 0.4538
H 2.4048 -1.8395 1.6586 0.4761
H 1.5820 -0.1657 1.8686 0.4854
H 0.1907 -0.3883 2.4384 0.4658
H -3.2512 1.3840 -1.4387 0.4815
H -3.1919 1.6428 0.0578 0.4758
H -1.8335 -3.9664 0.6305 0.4741
H -1.7586 -3.3640 -0.7629 0.4759
H 5.3923 0.6627 -0.6773 0.4662
H 4.2678 -0.2677 -1.1013 0.4700
H -3.5605 -1.8618 -0.5142 0.4849
H -4.8974 -2.2389 0.1025 0.4658
H -1.6376 3.6270 0.7531 0.4752
H -1.1792 5.0542 0.5019 0.4659
H 0.2983 0.9674 -2.0790 0.4386
H 0.5140 -0.2191 -3.0040 0.4691
O 0.0883 -0.8641 -0.0859 -0.9274
O 1.6906 1.3377 0.0729 -0.9396
O 2.7770 -2.1342 0.8198 -0.9329
O 1.1151 -0.3093 2.6995 -0.9505
O -2.6751 1.7355 -0.7505 -0.9567
O -1.8606 -3.1230 0.1648 -0.9459
O 4.6941 0.5648 -1.3344 -0.9360
O -4.3856 -1.4787 -0.1957 -0.9536
O -1.5727 4.4901 1.1771 -0.9412
O 0.1111 0.0257 -2.1633 -0.8992
```



# 4
The following is a DFT calculation (ωB97M-V/def2-TZVPD) of a 10-piece molecular cluster, H20O10 overall.

Properties
- SMILES: O.O.O.O.O.O.O.O.O.O

```
30
Properties=species:S:1:pos:R:3:nbo_charge:R:1
H 0.4973 -0.4496 0.9093 0.4543
H -0.5213 -0.0017 -0.0879 0.4397
H 1.0141 -0.3035 3.1435 0.4562
H 2.0444 -0.9066 4.0032 0.4664
H -0.6065 -0.0800 4.5073 0.4728
H -1.6333 0.9317 4.1692 0.4617
H -1.8369 2.2904 -0.3177 0.4980
H -0.3551 1.7828 -0.5680 0.4400
H -1.7031 -0.8629 -4.6548 0.4764
H -1.8460 0.3136 -3.7512 0.4593
H 3.6499 0.2711 1.1992 0.4411
H 4.8356 1.1601 0.9788 0.4552
H -4.4398 -3.2867 0.6486 0.4666
H -3.8403 -1.8397 0.5911 0.4707
H 0.1549 1.1238 -3.4390 0.4678
H 1.0354 1.6691 -2.2493 0.4589
H -2.1092 0.2994 -1.4174 0.4728
H -1.6300 1.4774 -2.1778 0.4707
H 3.3019 -2.1873 -0.8019 0.4561
H 2.7823 -0.9844 -0.2754 0.4435
O -0.0275 -0.8278 0.2291 -0.8978
O 1.2512 -1.1540 3.6481 -0.9214
O -0.7823 0.8233 4.7255 -0.9353
O -0.9328 2.5804 -0.5045 -0.9492
O -1.1374 -0.2806 -4.1980 -0.9379
O 4.4847 0.3525 0.6035 -0.8973
O -3.7069 -2.8157 0.4288 -0.9369
O 0.9115 0.8977 -2.9170 -0.9237
O -2.3767 1.2635 -1.6729 -0.9299
O 3.5219 -1.2562 -0.7526 -0.8988
```



# 5
The following is a DFT calculation (ωB97M-V/def2-TZVPD) of a 10-piece molecular cluster, H20O10 overall.

Properties
- SMILES: O.O.O.O.O.O.O.O.O.O

```
30
Properties=species:S:1:pos:R:3:nbo_charge:R:1
H -0.0191 1.2042 -0.2179 0.4646
H -0.6572 -0.1747 -0.2551 0.4710
H 2.5419 1.3204 -4.4202 0.4635
H 1.0327 1.2372 -4.2609 0.4676
H 1.5743 -1.6508 1.3925 0.4818
H 0.3333 -2.3863 0.9140 0.4712
H -0.1518 -4.5479 -3.2730 0.4660
H -1.4375 -4.0638 -2.6229 0.4725
H 3.3632 1.2565 2.2829 0.4711
H 4.3367 0.0993 2.4351 0.4644
H -2.3621 0.4908 0.6771 0.4752
H -2.5715 1.9933 0.7701 0.4668
H -3.3260 -4.1569 0.3247 0.4686
H -4.0330 -3.5800 -0.8908 0.4705
H -1.2198 1.7927 3.0864 0.4577
H -1.9162 3.1341 3.2466 0.4759
H 2.8992 2.1244 -0.8096 0.4696
H 3.7998 3.2972 -1.1613 0.4653
H -1.0465 -1.2915 1.6013 0.4913
H -1.0764 -0.0428 2.4672 0.4680
O 0.1991 0.2655 -0.2103 -0.9417
O 1.7532 1.8705 -4.3542 -0.9310
O 0.6280 -1.5332 1.2522 -0.9404
O -0.4805 -4.0611 -2.5088 -0.9384
O 4.2969 1.0328 2.1985 -0.9351
O -3.0540 1.1603 0.7220 -0.9731
O -3.2959 -3.4165 -0.2917 -0.9383
O -1.5603 2.5376 2.5784 -0.9308
O 2.8763 3.0212 -1.1621 -0.9349
O -1.3709 -0.3840 1.6152 -0.9389
```



# 6
The following is a DFT calculation (ωB97M-V/def2-TZVPD) of a 10-piece molecular cluster, H20O10 overall.

Properties
- SMILES: O.O.O.O.O.O.O.O.O.O

```
30
Properties=species:S:1:pos:R:3:nbo_charge:R:1
H 0.2004 -0.2839 -0.4572 0.4534
H -0.7960 -1.3197 0.0374 0.4753
H -1.2204 -2.7812 1.8458 0.4707
H -2.2650 -2.5830 2.9319 0.4784
H 2.5681 -1.2448 -1.4240 0.4415
H 3.5512 -2.2615 -0.8671 0.4844
H -2.7354 -2.7134 -0.4953 0.4790
H -1.7030 -3.7557 -0.8925 0.4663
H 1.6383 2.3240 1.6312 0.4665
H 2.7663 3.1188 2.2683 0.4683
H 3.8277 -0.4417 1.1805 0.4615
H 4.9168 -0.9565 0.2537 0.4696
H -2.6658 3.2747 0.6174 0.4728
H -3.5909 4.4788 0.5498 0.4680
H -0.0777 0.9340 -1.8080 0.4520
H -1.5244 1.0527 -1.3572 0.4866
H -3.3580 -0.5120 -0.9633 0.4755
H -2.9606 -0.1082 0.4470 0.4828
H 2.2380 0.8810 -1.5768 0.4572
H 1.8523 2.2699 -1.0949 0.4812
O -0.4533 -0.4404 0.2336 -0.9311
O -2.1389 -2.9780 2.0618 -0.9488
O 3.3575 -1.3173 -0.8757 -0.9410
O -2.3167 -3.1132 -1.2659 -0.9444
O 1.8832 3.2181 1.8950 -0.9341
O 4.2116 -1.2568 0.8380 -0.9159
O -3.5715 3.5262 0.4042 -0.9406
O -0.8301 1.5363 -1.8189 -0.9570
O -2.5991 -0.2357 -0.4373 -0.9489
O 1.7952 1.6884 -1.8614 -0.9294
```



So what do the calculations give for E_HOMO? Going down the list: -9.904; -8.424; -10.223; -10.768; -9.638; -9.643 eV.
So what do the calculations give for LUMO level? Going down the list: 0.06; 0.01; 0.17; -0.51; -0.02; -0.19 eV.
So what do the calculations give for relative energy (zero: lowest compared OMol25 entry of this formula, charge and spin)? Going down the list: 4.764; 9.308; 4.108; 6.219; 5.049; 5.845 eV.